(1)
This record from OMol25 describes the molecule C5H10O at a distorted geometry. The level of theory is ωB97M-V/def2-TZVPD.

Last column: Löwdin charge in e.
Geometry (Å):
C  -0.9536  -2.2053  -0.1823  -0.011
C  -0.6774  -0.9141  -0.3097  -0.122
C  -0.5158  0.5224  -0.5890  -0.337
C  -1.0433  1.4643  0.4785  -0.055
O  0.9979  0.7081  -0.7885  -0.231
C  1.9145  0.3384  0.2331  -0.121
H  -0.1831  -2.9682  -0.2898  0.059
H  -1.9009  -2.5471  0.2227  0.040
H  0.3049  -1.0216  -0.9361  0.128
H  -0.9330  0.8013  -1.5617  0.152
H  -2.1235  1.6008  0.3511  0.085
H  -0.8799  1.0747  1.4873  0.078
H  -0.5552  2.4429  0.4171  0.084
H  2.7089  1.0886  0.2730  0.085
H  2.3631  -0.6251  -0.0368  0.081
H  1.4765  0.2397  1.2311  0.086

## Properties
- Relative energy (zero: lowest compared OMol25 entry of this formula, charge and spin): 3.923 eV
- Gap between HOMO and LUMO: 10.224 eV
- SMILES: C=C[C@@H](C)OC
- E_tot: -271.60845 hartree
- Strongest force on any atom: 6.155 eV/Å

***

(2)
This record from OMol25 describes the molecule C5H10O. The level of theory is ωB97M-V/def2-TZVPD.

Last column: Löwdin charge in e.
Geometry (Å):
C  1.8709  -0.7807  -0.2167  -0.112
O  0.8688  0.2163  -0.3658  -0.277
C  0.2690  0.8114  0.9602  -0.194
C  -1.0786  1.1557  0.6332  -0.176
C  -1.8431  -0.0069  0.0275  -0.275
C  -0.8932  -0.2775  -1.0626  0.067
H  1.5324  -1.5920  0.4464  0.087
H  2.1002  -1.1885  -1.2049  0.086
H  2.7818  -0.3367  0.1998  0.091
H  0.3915  -0.0399  1.6506  0.105
H  0.9133  1.6425  1.2550  0.109
H  -1.2490  2.1338  0.1877  0.071
H  -2.8199  0.3163  -0.3469  0.114
H  -1.9769  -0.8595  0.7045  0.110
H  -0.4729  -1.2647  -1.2558  0.092
H  -0.9132  0.3866  -1.9194  0.100

## Properties
- Relative energy (zero: lowest compared OMol25 entry of this formula, charge and spin): 5.030 eV
- Gap between HOMO and LUMO: 7.318 eV
- E_tot: -271.56778 hartree
- Strongest force on any atom: 0.223 eV/Å

***

(3)
This record from OMol25 describes the molecule C5H10O. The level of theory is ωB97M-V/def2-TZVPD.

Last column: Löwdin charge in e.
Geometry (Å):
C  -2.0696  -0.3334  0.7071  -0.010
C  -0.5614  -0.4409  0.7436  -0.438
O  0.0110  -1.0672  1.6107  0.081
C  0.2379  0.2584  -0.3555  -0.379
C  0.9716  -0.8098  -1.1747  -0.067
C  1.2366  1.2418  0.2614  -0.068
H  -2.3663  0.6843  0.9891  0.091
H  -2.4561  -0.5097  -0.3020  0.084
H  -2.5140  -1.0417  1.4090  0.083
H  -0.4575  0.8008  -1.0081  0.130
H  0.2786  -1.5213  -1.6378  0.082
H  1.6448  -1.3733  -0.5209  0.086
H  1.5651  -0.3448  -1.9695  0.080
H  1.8911  0.7131  0.9620  0.084
H  0.7325  2.0479  0.8063  0.081
H  1.8556  1.6959  -0.5207  0.080

## Properties
- Relative energy (zero: lowest compared OMol25 entry of this formula, charge and spin): 0.018 eV
- Gap between HOMO and LUMO: 10.525 eV
- SMILES: CC(=O)C(C)C
- E_tot: -271.75196 hartree
- Strongest force on any atom: 0.412 eV/Å

***

(4)
This record from OMol25 describes the molecule C5H10O. The level of theory is ωB97M-V/def2-TZVPD.

Last column: Löwdin charge in e.
Geometry (Å):
C  -0.5623  -0.7356  2.1310  -0.120
C  -0.8344  -1.4250  0.7841  -0.269
C  -0.8982  -0.3182  -0.2419  -0.050
C  0.7633  1.7212  -1.0617  -0.091
C  0.6342  0.4443  -1.8756  -0.221
O  0.0617  -0.6145  -1.0833  -0.124
H  -1.3916  -0.0801  2.4104  0.072
H  0.3445  -0.1188  2.0866  0.067
H  -0.4140  -1.4809  2.9176  0.070
H  -1.7770  -1.9778  0.8301  0.105
H  -0.0151  -2.1151  0.5389  0.103
H  0.8961  1.4565  -0.0068  0.068
H  1.6358  2.2959  -1.3837  0.076
H  -0.1334  2.3399  -1.1237  0.075
H  1.6136  0.0270  -2.1157  0.117
H  0.0766  0.5813  -2.8065  0.120

## Properties
- Relative energy (zero: lowest compared OMol25 entry of this formula, charge and spin): 3.073 eV
- Gap between HOMO and LUMO: 9.375 eV
- E_tot: -271.63968 hartree
- Strongest force on any atom: 0.656 eV/Å

***

(5)
This record from OMol25 describes a cluster of 2 separate species, C5H10O in total. The level of theory is ωB97M-V/def2-TZVPD.

Last column: Löwdin charge in e.
Geometry (Å):
O  1.1902  1.4196  -0.1371  0.087
C  0.9983  0.2345  -0.2155  -0.409
C  -0.2461  -0.6591  -0.1872  -0.102
C  0.5594  -1.6191  -1.1133  -0.157
C  1.8757  -0.8840  -0.7471  -0.093
H  -1.1883  -0.2115  -0.5175  0.106
H  -0.4139  -1.1055  0.8010  0.120
H  0.3294  -1.4983  -2.1751  0.107
H  0.5160  -2.6777  -0.8528  0.100
H  2.5344  -0.5501  -1.5517  0.115
H  2.4580  -1.3959  0.0258  0.119
C  -1.6444  1.8858  1.3439  -0.051
H  -2.5654  1.6875  0.7898  0.021
H  -1.7511  2.8184  1.9008  0.019
H  -1.4749  1.0673  2.0508  0.023
H  -0.7974  1.9756  0.6596  -0.006

## Properties
- Relative energy (zero: lowest compared OMol25 entry of this formula, charge and spin): 1.121 eV
- Gap between HOMO and LUMO: 10.560 eV
- SMILES: O=C1CCC1.C
- E_tot: -271.71142 hartree
- Strongest force on any atom: 0.597 eV/Å

***

(6)
This record from OMol25 describes a cluster of 2 separate species, C5H10O in total. The level of theory is ωB97M-V/def2-TZVPD.

Last column: Löwdin charge in e.
Geometry (Å):
C  1.5033  -0.6035  0.3648  -0.097
C  0.5804  -0.2364  1.5165  -0.332
C  -0.6467  -1.0387  1.8330  -0.015
C  -0.8673  0.1209  1.3050  -0.039
H  2.0134  0.2798  -0.0444  0.070
H  2.2846  -1.3002  0.6906  0.071
H  0.9459  -1.0847  -0.4471  0.066
H  1.1099  0.2430  2.3480  0.110
H  -1.0259  -1.9682  2.2295  0.095
H  -1.5462  0.8674  0.9191  0.098
C  -0.8845  0.5855  -2.0345  -0.175
O  -0.6632  1.7361  -1.2446  -0.132
H  -0.0148  0.3355  -2.6592  0.081
H  -1.7279  0.8079  -2.6925  0.081
H  -1.1430  -0.2935  -1.4252  0.066
H  0.0820  1.5492  -0.6592  0.051

## Properties
- Relative energy (zero: lowest compared OMol25 entry of this formula, charge and spin): 3.276 eV
- Gap between HOMO and LUMO: 10.666 eV
- SMILES: CC1C=C1.CO
- E_tot: -271.63224 hartree
- Strongest force on any atom: 0.402 eV/Å